# C4H8O

A single C4H8O molecule at a distorted geometry (ωB97M-V/def2-TZVPD, OMol25).

Output
SMILES = C=C(C)OC
Gap between HOMO and LUMO = 9.53 eV
Multiplicity = 1

XYZ file:
```
13
Properties=species:S:1:pos:R:3:forces:R:3:lowdin_charge:R:1
C -1.7197 -0.9891 0.0373 -0.10 -1.37 0.19 0.0415
C -0.5488 -0.3384 -0.0201 -1.30 -1.63 0.14 -0.4583
C -0.5443 1.1200 -0.0441 0.68 2.31 -0.51 -0.0782
O 0.6232 -1.0548 -0.1937 -0.27 0.57 0.13 -0.1077
C 1.8040 -0.3032 0.0513 1.00 -0.66 0.88 -0.1045
H -2.6910 -0.4767 0.1024 0.80 -0.08 0.01 0.0597
H -1.7776 -2.1086 0.0407 0.25 1.20 -0.12 0.0749
H -0.1120 1.3898 -1.0197 0.10 0.26 0.13 0.0903
H 0.1199 1.6429 0.7175 -1.15 -0.68 -0.73 0.0991
H -1.5801 1.5446 -0.0967 1.00 -0.50 0.55 0.0997
H 1.6619 0.2560 0.9981 0.41 0.05 -0.72 0.0893
H 2.6745 -0.9959 0.2376 -1.15 0.37 -0.29 0.1034
H 2.0899 0.3134 -0.8107 -0.25 0.16 0.34 0.0908
```
Forces are in eV/Å.

# H5N2P

A single H5N2P molecule at a distorted geometry (ωB97M-V/def2-TZVPD, OMol25).

Output
SMILES = NNP
Gap between HOMO and LUMO = 10.21 eV
Multiplicity = 1

XYZ file:
```
8
Properties=species:S:1:pos:R:3:forces:R:3:lowdin_charge:R:1
N 1.3985 -0.3611 0.2577 0.50 -0.99 0.17 -0.1063
N 0.2983 0.3674 -0.2583 -0.79 1.85 1.21 -0.4869
P -1.2625 -0.2712 0.0078 -0.03 -0.82 2.05 0.7237
H 1.0836 -1.2479 0.6662 0.16 0.30 -0.33 0.0380
H 1.8328 -0.5325 -0.6250 1.17 -1.08 -0.04 0.0477
H 0.5538 1.2947 0.0783 -1.05 0.17 -0.48 0.0660
H -1.7876 0.2286 -1.1026 -1.24 0.93 -1.61 -0.1766
H -2.1170 0.5221 0.9760 1.27 -0.35 -0.96 -0.1056
```
Forces are in eV/Å.

# C11H17BClCrF4N3OS

A molecular structure, C11H17BClCrF4N3OS at a distorted geometry (ωB97M-V/def2-TZVPD, OMol25).

Output
Gap between HOMO and LUMO (spin up / spin down) = 5.46 / 5.52 eV
Net charge = -1
Multiplicity = 2

XYZ file:
```
40
Properties=species:S:1:pos:R:3:forces:R:3:mulliken_spin:R:1
Cr -0.4814 -0.4245 -0.0166 -1.56 -3.46 0.68 1.1675
O 0.7266 -1.0531 0.8667 1.52 -0.10 0.85 -0.1296
Cl -2.8659 -2.4572 -0.3600 -7.97 1.04 -4.47 -0.0014
C -2.3621 -0.8118 -0.8075 -1.11 -0.36 -0.57 -0.0562
H -3.0910 -0.0793 -0.4040 0.23 -2.49 -0.65 0.0023
H -2.3236 -0.7247 -1.9128 -0.26 -0.19 0.48 0.0038
S -1.0913 -2.5927 0.6006 2.58 -3.07 2.53 0.0036
C 0.3579 -2.8467 1.3671 5.00 2.47 1.51 0.0021
N 1.4363 -3.3267 0.6973 -0.54 -1.42 0.40 -0.0043
C 2.6728 -3.7158 1.3381 0.02 -0.21 -0.42 -0.0008
C 2.9414 -2.8660 2.5662 -0.09 0.31 -0.16 0.0010
C 1.7024 -2.9045 3.4415 -0.33 0.07 0.34 -0.0006
N 0.5203 -2.5594 2.6835 -0.47 -1.59 0.33 -0.0019
H 1.2760 -3.5865 -0.2693 -0.09 0.22 0.37 0.0000
H 3.4792 -3.6128 0.6057 -0.01 -0.03 0.11 0.0002
H 2.5843 -4.7747 1.6048 0.38 -0.11 0.22 -0.0003
H 3.1451 -1.8319 2.2614 -0.14 -0.17 -0.01 -0.0001
H 3.8170 -3.2322 3.1114 -0.15 -0.08 -0.04 0.0002
H 1.7876 -2.1988 4.2733 0.06 -0.08 -0.04 0.0002
H 1.5449 -3.9063 3.8557 0.39 -0.12 0.22 -0.0002
H -0.3125 -2.2559 3.1750 0.26 -0.05 -0.36 -0.0010
C -2.3575 4.6718 -3.1472 -0.35 0.40 -0.13 -0.0005
C -1.9080 3.4509 -2.3972 -1.94 -0.62 1.28 0.0073
C -2.8175 2.7737 -1.4375 1.28 1.43 -1.66 -0.0125
C -2.3873 1.6829 -0.7808 2.06 1.00 -0.46 0.0185
N -1.0698 1.1769 -1.0009 -3.13 1.47 0.26 0.0118
C -0.2560 1.7450 -1.8298 -1.15 2.51 -2.30 0.0021
C -0.6722 2.9516 -2.5842 1.17 -2.20 0.99 -0.0103
H -3.3985 4.9454 -2.8741 0.63 -0.10 -0.21 -0.0001
H -2.3187 4.4770 -4.2398 -0.02 0.25 0.60 0.0005
H -1.6923 5.5275 -2.9051 -0.42 -0.43 -0.25 0.0007
H -3.8205 3.1511 -1.2638 0.16 0.08 -0.07 -0.0006
H -3.0429 1.1801 -0.0775 0.80 1.24 0.09 -0.0005
H 0.7379 1.3356 -1.9741 -0.54 0.00 -0.10 0.0033
H 0.0210 3.4191 -3.2775 0.01 -0.13 0.17 -0.0007
F 0.8554 0.8526 0.1171 3.75 4.87 -0.01 -0.0151
B 1.9036 1.8545 0.2223 1.56 0.70 1.08 0.0126
F 3.2018 1.2000 0.2193 -1.89 0.84 -0.16 -0.0002
F 1.8179 2.7661 -0.9070 0.30 -0.82 1.30 -0.0003
F 1.7394 2.5995 1.4599 0.02 -1.05 -1.77 -0.0002
```
Forces are in eV/Å.

# C68H54AsBrClIMoN5OP2

A molecular structure, C68H54AsBrClIMoN5OP2 at a distorted geometry (ωB97M-V/def2-TZVPD, OMol25).

Output
Gap between HOMO and LUMO (spin up / spin down) = 5.78 / 5.45 eV
Net charge = +3
Multiplicity = 3

XYZ file:
```
135
Properties=species:S:1:pos:R:3:forces:R:3:mulliken_spin:R:1
Mo -0.7890 0.1381 0.1059 0.11 0.04 0.09 2.1757
N -2.6381 2.4891 -1.5303 -0.56 0.00 -0.29 0.0038
C -3.1632 1.2253 -1.6946 -0.13 0.15 -0.01 0.0315
C -4.3478 1.1814 -2.4573 -0.03 -0.24 -0.01 -0.0054
C -4.9931 -0.0112 -2.6813 0.42 0.21 0.32 0.0058
C -4.4685 -1.1487 -2.0681 0.31 0.00 0.16 0.0001
C -3.3038 -1.0306 -1.3474 -0.36 -0.69 -0.24 0.0721
N -2.5944 0.1088 -1.1978 -0.05 0.54 0.19 -0.1362
C -1.5407 3.0507 -0.9275 0.34 0.54 0.14 0.0259
C -1.5685 4.4510 -0.7783 0.12 -0.35 0.02 0.0043
C -0.5124 5.0997 -0.1814 0.00 -0.44 -0.06 -0.0001
C 0.5750 4.3329 0.2304 -0.09 -0.13 -0.02 0.0002
C 0.5371 2.9744 0.0271 0.71 0.41 0.17 0.0376
N -0.4916 2.3175 -0.5331 -0.39 -0.45 -0.17 -0.0558
H -3.2712 3.2022 -1.8797 0.17 -0.24 0.10 -0.0015
H -4.7395 2.0971 -2.8756 0.02 0.09 -0.01 0.0003
H -5.8846 -0.0608 -3.2856 -0.11 0.04 -0.05 -0.0010
H -4.9688 -2.0998 -2.1368 0.02 -0.16 0.01 0.0001
H -2.8945 -1.9067 -0.8581 -0.13 0.13 -0.04 -0.0065
H -2.4399 4.9961 -1.1063 -0.09 0.06 -0.05 0.0000
H -0.5209 6.1674 -0.0368 -0.07 0.15 0.00 -0.0003
H 1.4365 4.7790 0.6990 0.12 0.00 0.00 0.0002
H 1.3899 2.3713 0.3148 -0.11 0.07 0.00 -0.0230
Cl 0.2513 3.9901 5.8382 0.00 -0.06 0.01 0.0002
C -0.4111 3.1851 4.4709 -0.39 0.02 -0.18 0.0053
C -1.6848 3.5049 4.0453 0.53 0.01 0.37 -0.0038
C -2.2275 2.8891 2.9218 -0.27 -0.54 -0.98 -0.0060
I -4.0845 3.4529 2.1216 0.30 0.01 0.36 0.0013
C -1.5202 1.9205 2.2239 0.49 0.99 1.46 0.0254
O -1.9916 1.3210 1.1619 -0.31 -0.98 -1.33 -0.0700
C -0.2022 1.6059 2.6258 -0.57 0.72 0.48 -0.0028
N 0.4784 0.7413 1.8156 0.15 -0.09 -0.07 -0.1026
C 1.7532 0.5315 2.1075 0.23 -0.34 -0.16 0.0850
C 2.3860 1.0605 3.2345 -0.16 0.12 0.15 0.0034
C 1.6949 1.8925 4.0818 0.01 -0.18 -0.24 0.0130
C 0.3710 2.2373 3.7605 -0.22 -0.13 -0.22 -0.0153
H -2.2583 4.2476 4.5762 -0.01 0.10 0.09 0.0000
H 2.3152 -0.0909 1.4270 -0.06 0.01 0.06 -0.0077
H 3.4131 0.8001 3.4242 0.16 -0.02 -0.02 0.0009
H 2.1432 2.2922 4.9770 0.15 0.08 0.06 -0.0015
C -1.6794 -4.3173 -3.2814 -0.01 -0.08 -0.19 0.0006
C -1.0205 -3.9300 -2.0058 0.18 0.16 0.45 -0.0065
C -0.5221 -4.9016 -1.1336 -0.08 0.52 0.01 0.0018
C 0.1342 -4.4959 0.0079 -0.07 0.15 0.02 -0.0025
C 0.1889 -3.1392 0.2965 0.20 0.08 0.11 0.0035
Br 1.0955 -2.6005 1.8428 -0.05 -0.17 0.02 0.0058
N -0.3345 -2.1810 -0.4739 -0.36 0.21 0.27 -0.0164
C -0.8630 -2.6007 -1.6385 -0.21 -0.27 -0.37 0.0292
H -0.9796 -4.8554 -3.9198 0.02 0.01 -0.10 -0.0002
H -2.0563 -3.4560 -3.8237 -0.05 0.09 -0.10 0.0000
H -2.5042 -4.9986 -3.0810 -0.11 -0.01 -0.03 -0.0002
H -0.6277 -5.9497 -1.3644 0.02 -0.16 -0.03 -0.0008
H 0.5793 -5.2094 0.6845 0.03 0.03 0.06 -0.0005
H -1.1579 -1.8167 -2.3258 -0.10 -0.07 -0.02 -0.0304
C 2.4023 1.3540 -1.9918 -0.03 0.14 0.66 -0.0158
P 1.1661 -0.0153 -1.7488 1.13 0.21 -1.18 0.0018
C 0.5569 0.0611 -3.4775 -0.49 -0.11 0.28 -0.0080
C -0.6629 0.6812 -3.7177 0.05 -0.07 0.17 -0.0310
C -1.1468 0.8390 -5.0040 -0.01 0.09 -0.08 0.0014
C -0.3914 0.3980 -6.0765 -0.07 0.05 0.09 0.0000
C 0.8469 -0.1804 -5.8498 0.14 -0.02 -0.05 0.0007
C 1.3300 -0.3513 -4.5644 0.04 -0.03 0.17 -0.0029
C 2.1899 -1.5418 -1.7232 -0.27 0.04 0.30 -0.0124
C 3.1904 -1.6820 -0.7644 -0.08 0.14 -0.01 0.0280
C 3.8891 -2.8693 -0.6337 0.00 -0.11 -0.04 0.0020
C 3.6047 -3.9398 -1.4643 0.03 0.07 0.03 -0.0030
C 2.6209 -3.8103 -2.4322 -0.06 0.06 -0.08 0.0002
C 1.9042 -2.6314 -2.5497 0.06 0.09 -0.15 -0.0029
P 3.7422 1.5686 -0.6864 0.18 0.08 -0.31 -0.0066
C 4.1266 3.3572 -0.6909 -0.17 -0.06 0.19 0.0010
C 3.4308 4.3904 -1.3072 0.20 -0.32 -0.03 -0.0003
C 3.9347 5.6790 -1.2536 0.10 0.22 0.07 0.0001
C 5.1210 5.9463 -0.5857 -0.12 0.02 -0.05 0.0000
C 5.8109 4.9211 0.0464 -0.05 0.04 0.04 0.0000
C 5.3056 3.6379 0.0085 -0.25 -0.06 -0.10 0.0003
C 5.1664 1.0464 -1.7203 -0.33 0.06 0.17 -0.0005
C 5.3995 1.7112 -2.9247 0.11 -0.28 0.05 -0.0003
C 6.4619 1.3291 -3.7198 -0.06 0.15 -0.14 -0.0003
C 7.3001 0.3013 -3.3133 0.07 -0.10 0.07 0.0000
C 7.0850 -0.3380 -2.1030 0.13 -0.01 -0.08 -0.0001
C 6.0173 0.0347 -1.3030 -0.09 0.11 -0.05 0.0002
H 1.8202 2.2738 -2.1111 0.06 -0.13 -0.07 0.0049
H 2.8893 1.1322 -2.9484 -0.23 0.01 0.16 -0.0026
H -1.2155 1.0627 -2.8770 -0.01 0.03 -0.15 0.0348
H -2.0974 1.3225 -5.1675 -0.12 0.06 -0.04 0.0002
H -0.7481 0.5214 -7.0863 -0.07 0.01 -0.11 -0.0001
H 1.4444 -0.4862 -6.6924 0.14 -0.10 -0.09 -0.0002
H 2.3051 -0.7943 -4.4089 0.02 -0.01 -0.05 0.0004
H 3.4408 -0.8517 -0.1177 0.00 -0.04 0.04 -0.0046
H 4.6513 -2.9570 0.1227 0.16 -0.01 0.09 -0.0001
H 4.1461 -4.8681 -1.3692 0.10 -0.07 0.02 0.0001
H 2.4186 -4.6303 -3.1065 -0.06 -0.06 -0.03 0.0000
H 1.1266 -2.5631 -3.2995 0.11 0.02 -0.03 0.0002
H 2.5202 4.2064 -1.8609 -0.04 -0.03 -0.07 -0.0002
H 3.4046 6.4771 -1.7500 -0.03 0.12 -0.05 0.0000
H 5.5055 6.9532 -0.5574 0.06 0.11 -0.02 0.0000
H 6.7358 5.1201 0.5658 0.06 0.05 0.04 0.0000
H 5.8297 2.8252 0.4971 0.13 0.02 0.03 0.0000
H 4.7625 2.5300 -3.2336 -0.02 0.07 -0.02 0.0001
H 6.6384 1.8468 -4.6522 0.07 -0.02 -0.05 0.0000
H 8.1294 0.0090 -3.9379 0.10 -0.03 -0.05 0.0000
H 7.7530 -1.1176 -1.7724 0.09 -0.10 -0.01 0.0000
H 5.8559 -0.4545 -0.3526 0.00 -0.05 0.09 0.0000
C -3.4887 -5.7891 2.1435 -0.01 0.01 0.00 -0.0019
C -4.1656 -4.8715 1.3559 0.01 -0.03 -0.04 0.0008
C -3.7153 -3.5655 1.2812 0.11 0.39 -0.15 -0.0007
C -2.5942 -3.1599 2.0036 0.15 -0.01 -0.30 -0.0042
C -1.9338 -4.0804 2.8116 0.18 0.30 0.04 -0.0052
C -2.3775 -5.3921 2.8710 0.01 0.01 0.02 0.0003
As -2.1016 -1.2545 1.9778 -1.03 -0.68 1.13 -0.0322
C -1.7442 -1.0454 3.8824 -0.01 0.19 0.28 0.0047
C -0.5670 -1.1987 4.5935 0.13 -0.04 -0.15 0.0011
C -0.5868 -1.1815 5.9816 0.04 -0.04 -0.02 0.0010
C -1.7844 -1.0455 6.6638 -0.01 0.04 -0.02 -0.0007
C -2.9637 -0.8545 5.9643 0.03 -0.02 -0.22 0.0001
C -2.9519 -0.8200 4.5746 0.43 -0.02 -0.03 -0.0011
C -4.1115 -0.5060 3.7402 -0.09 0.08 -0.59 -0.0108
C -5.3536 -0.0848 4.2059 0.21 -0.11 0.00 -0.0004
C -6.3471 0.2782 3.3138 0.00 -0.01 -0.07 -0.0008
C -6.1110 0.2286 1.9499 0.08 -0.11 0.02 0.0028
C -4.8789 -0.1962 1.4740 0.11 -0.03 -0.24 0.0087
C -3.8807 -0.5679 2.3543 -0.25 0.21 0.12 0.0164
H -3.8481 -6.8033 2.2110 -0.01 -0.14 0.02 0.0000
H -5.0565 -5.1651 0.8201 -0.04 -0.03 -0.04 0.0000
H -4.2713 -2.8380 0.6983 -0.06 -0.08 0.03 -0.0001
H -1.0944 -3.7633 3.4223 -0.07 -0.10 -0.04 -0.0002
H -1.8668 -6.0988 3.5065 0.04 -0.07 0.08 -0.0001
H 0.3824 -1.3320 4.0939 -0.01 0.01 -0.02 0.0029
H 0.3384 -1.2946 6.5246 0.08 -0.03 0.08 0.0001
H -1.8016 -1.0772 7.7415 0.02 0.02 0.12 0.0000
H -3.8969 -0.7380 6.4949 -0.03 0.04 0.07 0.0000
H -5.5431 -0.0289 5.2667 -0.02 0.02 0.10 -0.0001
H -7.3023 0.6181 3.6819 -0.10 0.01 0.06 0.0000
H -6.8796 0.5248 1.2545 -0.12 0.04 -0.08 0.0000
H -4.7024 -0.2090 0.4074 -0.09 0.02 0.03 -0.0010
```
Forces are in eV/Å.